Here is C23H29Cl2N2PtS5 as an isolated structure from OMol25. Energies are from ωB97M-V/def2-TZVPD.

The geometry in XYZ format:
```
62
Properties=species:S:1:pos:R:3:forces:R:3:lowdin_charge:R:1
Pt -1.9021 -0.2088 -1.7280 -0.32 -0.43 0.31 0.759
C 5.0053 -1.0462 -2.4627 0.01 0.02 -0.01 -0.046
C 4.2564 -1.0232 -1.1314 -0.02 -0.05 0.00 -0.553
C 4.7884 0.1326 -0.2665 0.01 0.01 0.02 -0.020
C 4.4796 -2.3619 -0.4054 0.03 0.01 -0.01 -0.019
C 2.7662 -0.8160 -1.3232 -0.02 0.02 -0.01 -0.097
C 2.1787 -0.6140 -2.5742 -0.02 -0.01 -0.04 0.053
C 0.8189 -0.4149 -2.6787 0.08 0.03 0.10 -0.061
N 0.0315 -0.4128 -1.5994 0.52 0.05 -0.04 -0.118
C 0.5538 -0.6287 -0.3680 -0.01 -0.10 -0.14 -0.164
C 1.9056 -0.8230 -0.2161 -0.02 0.00 0.07 0.089
C -0.4680 -0.6949 0.6838 -0.02 -0.03 0.07 -0.167
C -0.2061 -0.8379 2.0284 -0.06 -0.03 0.02 0.096
C -1.2472 -0.9135 2.9585 0.04 0.01 0.00 -0.098
C -2.5449 -0.8273 2.4456 -0.01 -0.02 -0.01 0.045
C -2.7604 -0.6754 1.0967 -0.09 -0.08 -0.04 -0.072
N -1.7431 -0.6231 0.2245 0.32 0.20 0.23 -0.076
C -1.0137 -1.0747 4.4476 -0.01 -0.03 -0.01 -0.553
C -1.6324 0.1364 5.1670 -0.01 0.01 0.01 -0.020
C -1.7137 -2.3658 4.9091 0.01 0.01 0.01 -0.017
C 0.4726 -1.1601 4.7894 0.02 0.00 0.00 -0.048
H 6.0651 -1.2060 -2.2703 0.00 0.00 0.00 0.104
H 4.9168 -0.1011 -3.0023 0.00 0.00 0.01 0.095
H 4.6685 -1.8589 -3.1091 0.00 0.00 0.00 0.099
H 5.8632 0.0114 -0.1354 0.00 0.00 0.01 0.105
H 4.3370 0.1450 0.7270 -0.01 0.00 0.00 0.086
H 4.6161 1.1004 -0.7403 0.00 0.00 -0.01 0.097
H 5.5498 -2.5126 -0.2669 0.00 0.00 0.00 0.105
H 4.0958 -3.2008 -0.9873 -0.01 0.00 0.00 0.101
H 4.0208 -2.3824 0.5840 -0.01 0.00 0.00 0.083
H 2.7695 -0.6203 -3.4777 0.01 0.01 0.01 0.126
H 0.3295 -0.2601 -3.6346 0.04 0.00 0.00 0.131
H 2.3012 -1.0047 0.7729 0.02 0.01 -0.01 0.128
H 0.8195 -0.8922 2.3607 0.00 0.00 -0.01 0.118
H -3.4044 -0.8813 3.0984 -0.01 0.01 -0.01 0.135
H -3.7580 -0.6106 0.6885 0.00 0.03 0.02 0.099
H -2.7105 0.1985 5.0151 0.00 0.00 -0.01 0.087
H -1.1783 1.0728 4.8383 0.01 0.00 0.00 0.097
H -1.4590 0.0383 6.2381 0.00 0.00 0.00 0.104
H -2.7908 -2.3339 4.7433 0.00 0.00 0.00 0.087
H -1.5525 -2.4913 5.9794 0.00 0.00 0.00 0.105
H -1.3079 -3.2433 4.4035 0.00 0.00 -0.01 0.100
H 1.0134 -0.2521 4.5121 -0.01 0.01 0.00 0.095
H 0.9537 -2.0215 4.3207 -0.01 0.00 0.00 0.096
H 0.5827 -1.2802 5.8660 0.00 0.00 0.00 0.104
Cl -2.9100 -2.6253 -3.0469 -0.17 -0.10 -0.20 0.623
C -4.4741 -1.9387 -2.6843 0.02 0.01 -0.01 -0.814
Cl -4.2578 -0.2367 -1.9953 -0.26 -0.09 -0.12 0.566
H -4.9812 -2.5130 -1.9175 -0.01 0.01 0.00 0.058
H -5.0613 -1.8078 -3.5857 -0.02 0.00 0.01 0.055
C -2.4940 2.4350 -4.7338 0.10 0.08 -0.24 -0.322
S -1.3323 3.8296 -4.6771 -0.21 0.03 0.07 1.011
C -1.6848 4.6915 -3.2545 0.13 0.07 -0.20 -0.923
C -2.0075 4.1449 -1.9056 -0.06 0.00 0.29 -1.081
S -1.9312 2.5720 -1.4482 -0.04 0.51 -0.11 0.729
S -2.3189 5.3564 -0.7160 -0.01 0.05 -0.10 1.006
C -1.8779 6.7739 -1.6599 0.14 -0.10 -0.11 -1.377
S -1.8182 8.2796 -1.1590 -0.06 -0.08 0.00 0.899
S -1.4894 6.3481 -3.3557 -0.02 -0.02 0.13 1.078
H -2.3190 2.0204 -5.7267 -0.03 0.02 -0.01 0.063
H -3.5106 2.8158 -4.6807 -0.01 -0.02 0.04 0.072
H -2.2979 1.6943 -3.9738 0.05 -0.01 0.04 -0.043
```
Positions in Å, forces in eV/Å.

Properties
**Frontier orbital gap**: 0.2169 Eh
**Energy relative to the best compared isomer or geometry (same formula, charge and spin)**: 1.586 eV
**Total charge**: +3
**DFT total energy**: -4032.95379 Ha